Density functional theory data (ωB97M-V with the def2-TZVPD basis set) for a molecular structure, C21H16N12O2S2Sn.

```
! RIJCOSX wB97M-V def2-TZVPD def2/J DEFGRID3
* xyz 2 1
Sn -1.37 -2.25 -1.19
N -1.10 -4.06 1.69
C -1.21 -2.76 1.99
N -1.09 -2.41 3.25
C -1.21 -1.10 3.52
N -1.07 -0.69 4.76
N -1.47 -0.14 2.58
C -1.51 -0.57 1.36
N -1.39 -1.87 0.98
C -1.69 0.42 0.27
C -1.81 1.77 0.53
C -1.92 2.64 -0.55
C -1.90 2.13 -1.84
C -1.77 0.77 -2.02
N -1.68 -0.07 -0.98
H -1.03 -4.70 2.47
H -1.45 -4.44 0.82
H -0.87 -1.36 5.49
H -1.14 0.29 4.98
H -1.80 2.11 1.55
H -2.01 3.70 -0.38
H -1.98 2.78 -2.70
H -1.76 0.33 -3.01
N 5.45 3.99 -2.56
C 4.67 3.30 -1.70
C 3.28 3.20 -1.92
C 2.49 2.50 -1.04
C 3.06 1.86 0.06
C 4.44 1.93 0.28
C 5.23 2.65 -0.59
S 2.09 0.97 1.17
O 2.93 0.18 2.03
O 1.05 1.76 1.74
N 1.25 -0.10 0.16
C 1.78 -1.22 -0.17
S 3.43 -1.79 0.18
C 3.15 -3.14 -0.78
C 1.85 -3.16 -1.29
N 1.09 -2.12 -0.95
H 5.05 4.49 -3.34
H 6.43 4.11 -2.38
H 2.84 3.70 -2.77
H 1.42 2.45 -1.20
H 4.88 1.44 1.14
H 6.29 2.73 -0.41
H 3.90 -3.89 -0.95
H 1.44 -3.95 -1.90
N -3.95 -2.11 -0.72
C -5.08 -1.96 -0.82
C -6.49 -1.77 -0.92
C -7.31 -2.87 -1.21
N -7.99 -3.77 -1.45
C -7.01 -0.48 -0.72
N -7.44 0.58 -0.54
*
```

## Properties
**Energy relative to the best compared isomer or geometry (same formula, charge and spin)**: 7.1 kcal per mole
**Gap between HOMO and LUMO (spin up / spin down)**: 4.76 / 4.12 eV
**Lowest unoccupied orbital energy (spin up / spin down)**: -8.00 / -8.66 eV
**Strongest force on any atom**: 0.4 eV Å⁻¹


Density functional theory data (ωB97M-V with the def2-TZVPD basis set) for a single C21H17BrFNO6 molecule.

```
! RIJCOSX wB97M-V def2-TZVPD def2/J DEFGRID3
* xyz 0 1
O 0.82 -0.79 -3.96
O 0.10 -3.44 -1.64
O 0.87 1.00 -0.68
O 0.16 -0.04 1.12
F -0.02 2.89 1.95
Br -2.22 5.37 6.17
O 3.04 -0.06 -2.40
O -2.49 1.11 0.77
C 0.54 -0.99 -2.77
C 1.14 -2.98 -1.27
C 1.57 -1.77 -1.90
C 2.78 -1.23 -1.80
C -3.27 -0.60 -2.45
C -3.52 4.34 3.64
C -1.05 4.01 3.82
C -3.38 0.15 -1.27
C -1.97 -0.97 -2.87
C -3.53 3.76 2.34
C -1.19 3.35 2.58
C -2.24 4.57 4.33
C -2.30 0.35 -0.39
C -0.82 -0.62 -2.09
C -1.02 -0.06 -0.78
C -2.35 3.28 1.79
N 0.10 0.38 -0.02
C -2.43 2.50 0.41
C 4.43 -3.87 0.45
C 2.07 -3.66 -0.27
C 3.82 -1.82 -0.86
C 3.59 -3.37 -0.69
H 2.50 0.04 -3.24
H -4.05 -0.92 -3.07
H -4.36 4.79 4.05
H -0.14 3.98 4.39
H -4.44 0.20 -1.00
H -1.85 -1.49 -3.87
H -4.33 3.79 1.65
H -1.41 2.68 0.01
H -3.24 2.84 -0.26
H 3.90 -4.05 1.37
H 4.88 -4.83 0.16
H 5.20 -3.12 0.66
H 1.89 -3.28 0.76
H 1.89 -4.68 -0.32
H 4.82 -1.58 -1.15
H 3.60 -1.39 0.20
H 3.86 -3.80 -1.61
*
```

## Properties
**Gap between HOMO and LUMO**: 9.03 eV
**Lowest unoccupied orbital energy**: -0.35 eV
**Strongest force on any atom**: 3.8 eV Å⁻¹
**Structure (SMILES)**: C[C@H]1CC(=O)C(C(=O)c2cccc(OCc3ccc(Br)cc3F)c2[N+](=O)[O-])=C(O)C1


Density functional theory data (ωB97M-V with the def2-TZVPD basis set) for a molecular structure, C21H17BrN6O4RuSe.

```
! RIJCOSX wB97M-V def2-TZVPD def2/J DEFGRID3
* xyz 2 5
Ru -0.21 0.67 -1.93
O 2.67 3.84 -1.25
C 3.11 3.42 -0.07
C 4.13 4.20 0.52
C 4.99 3.72 1.53
C 4.79 2.44 1.97
C 3.66 1.74 1.54
C 2.74 2.22 0.62
C 1.44 1.56 0.27
O 0.94 2.06 -0.94
N 1.68 0.13 0.19
N 0.67 -0.53 -0.53
C 0.46 -1.84 -0.41
C -0.48 -2.50 -1.20
Br -1.14 -1.50 -2.78
C -1.05 -3.75 -0.99
C -0.95 -4.51 0.27
C -0.95 -5.95 0.30
C -0.90 -6.60 1.52
C -0.94 -5.91 2.72
C -1.01 -4.52 2.74
C -1.07 -3.82 1.52
H 1.89 3.20 -1.44
H 4.26 5.12 0.01
H 5.76 4.34 1.95
H 5.42 1.87 2.65
H 3.42 0.75 2.00
H 0.71 1.81 1.11
H 2.25 -0.43 0.83
H 1.19 -2.38 0.25
H -1.65 -4.09 -1.84
H -0.88 -6.48 -0.67
H -0.98 -7.67 1.54
H -0.76 -6.44 3.63
H -1.13 -3.96 3.63
H -1.10 -2.73 1.55
Se -1.93 3.31 -3.58
N -3.45 3.67 -2.67
C -3.61 3.11 -1.50
C -4.64 3.33 -0.53
C -4.60 2.47 0.55
C -3.53 1.57 0.72
N -2.53 1.40 -0.17
C -2.60 2.08 -1.27
N -1.69 1.98 -2.27
H -5.39 4.12 -0.64
H -5.36 2.64 1.34
H -3.46 0.89 1.53
O 1.22 0.39 -3.19
N 0.81 0.46 -4.56
O -0.21 1.12 -4.55
*
```

## Properties
**<S²>**: 6.056
**Gap between HOMO and LUMO (spin up / spin down)**: 6.40 / 4.75 eV
**Lowest unoccupied orbital energy (spin up / spin down)**: -7.15 / -9.09 eV
**Strongest force on any atom**: 4.4 eV Å⁻¹


Density functional theory data (ωB97M-V with the def2-TZVPD basis set) for a molecular structure, C21H17F5MnN7OSSe.

```
! RIJCOSX wB97M-V def2-TZVPD def2/J DEFGRID3
* xyz 1 4
Mn 0.01 1.04 0.59
N -3.89 1.37 -0.46
C -3.77 2.73 -0.23
C -4.69 3.77 -0.32
C -4.23 5.03 0.01
C -2.91 5.24 0.43
C -2.00 4.21 0.52
C -2.45 2.94 0.18
N -1.81 1.71 0.17
C -2.70 0.81 -0.21
C -2.27 -0.57 -0.26
C -2.90 -1.73 -0.58
S -1.82 -3.04 -0.44
C -0.58 -1.98 0.04
N -0.94 -0.73 0.10
H -4.72 0.88 -0.75
H -5.72 3.61 -0.64
H -4.91 5.87 -0.05
H -2.60 6.25 0.69
H -0.98 4.36 0.85
H -3.93 -1.87 -0.88
H 0.42 -2.32 0.28
C 5.41 1.71 -1.55
C 5.83 1.68 -0.08
C 5.32 2.90 0.67
C 5.42 0.37 0.60
N 3.98 0.10 0.46
C 2.94 0.66 1.06
N 1.86 0.19 0.47
N 2.26 -0.67 -0.49
N 3.53 -0.73 -0.50
H 5.81 2.60 -2.03
H 4.32 1.76 -1.64
H 5.76 0.84 -2.09
H 6.92 1.68 -0.03
H 4.23 2.97 0.64
H 5.70 3.82 0.22
H 5.62 2.89 1.72
H 5.65 0.38 1.66
H 5.91 -0.49 0.14
H 2.96 1.37 1.87
F 3.39 4.00 -4.25
C 2.74 3.69 -3.13
C 1.88 2.61 -3.10
F 1.68 1.87 -4.19
C 1.24 2.30 -1.92
F 0.38 1.24 -1.89
C 1.42 3.01 -0.74
O 0.81 2.70 0.40
C 2.28 4.11 -0.81
F 2.50 4.84 0.29
C 2.94 4.44 -1.98
F 3.78 5.47 -2.00
Se -0.22 0.91 2.81
*
```

## Properties
**<S²>**: 4.164
**Gap between HOMO and LUMO (spin up / spin down)**: 6.50 / 7.53 eV
**Lowest unoccupied orbital energy (spin up / spin down)**: -4.36 / -3.58 eV
**Strongest force on any atom**: 0.1 eV Å⁻¹